(1)
C11H19NO3 | the ωB97M-V functional and the def2-TZVPD basis

Atoms and positions in Å:
C 1.6212 0.1768 -1.0771
C -0.5694 1.4467 -0.8856
C -2.5438 2.9391 -0.4046
C 1.4999 2.0244 1.6763
C 1.3196 -0.1203 3.0871
C -0.7850 -3.1109 -0.2909
C 0.2077 -2.7097 -2.6257
C -1.9869 1.4925 -0.3607
C 1.2472 0.4948 1.7457
C 0.1182 -2.2496 -1.1986
C 0.2585 0.1223 -0.6278
N 2.6608 0.0025 -1.5852
O -0.0619 2.2956 -1.5068
O 0.1342 0.1915 0.8968
O -0.4029 -0.9184 -1.2121
H -2.4957 3.3267 -1.3820
H -3.6182 2.8142 -0.2265
H -2.0360 3.6560 0.2496
H 2.3941 2.3166 2.1901
H 1.7246 2.2501 0.6588
H 0.7000 2.7708 1.9699
H 1.4472 -1.1730 3.0480
H 0.4059 0.0789 3.7008
H 2.0296 0.4171 3.7821
H -1.7284 -2.9852 -0.7056
H -0.4304 -4.0795 -0.2956
H -0.7703 -2.8275 0.7432
H -0.6913 -2.4659 -3.2145
H 0.5104 -3.8288 -2.7749
H 0.9289 -2.1710 -3.1877
H -2.5444 0.8188 -1.0812
H -1.8677 1.0342 0.5715
H 2.1239 0.1517 1.1783
H 1.2005 -2.1813 -0.8551

HOMO level in eV: -9.612
Orbital gap in eV: 10.4
Lowest unoccupied orbital energy in eV: 0.809
ΔE to the lowest compared entry with this formula, charge and spin in kJ/mol: 155.3
Net charge: 0

(2)
C11H20AlCl2N2O2P | the ωB97M-V functional and the def2-TZVPD basis

Atoms and positions in Å:
C 0.6608 1.3354 -2.8593
C 1.0741 1.0968 -1.5201
H 1.1212 2.2541 -3.2505
H -0.4448 1.3971 -2.8877
H 0.9817 0.4652 -3.4619
O 1.4077 1.6270 -0.5077
Cl -0.4477 -1.0587 -1.5137
Al -0.0915 -0.7875 0.7730
P 2.2833 -1.2663 -0.3108
C 3.7517 -0.9784 0.7440
C 2.1325 -3.0945 -0.1904
H 2.3424 -1.4424 -2.7510
H 3.9328 -1.7794 -2.0192
H 3.3635 -0.0968 -2.1786
C 3.0449 -1.1273 -1.9693
H 1.2121 -3.4087 -0.6970
H 3.0036 -3.5630 -0.6688
H 4.6143 -1.5303 0.3343
H 3.5398 -1.3236 1.7645
H 2.0695 -3.3815 0.8665
H 3.9765 0.0959 0.7694
C 1.1682 0.4670 2.0501
O 1.8696 1.0738 2.7411
Cl -0.5626 -2.4713 1.9798
C -5.2262 -0.0179 0.6745
C -3.8483 0.5144 0.7233
C -3.3869 1.7278 1.2253
C -1.9892 1.6852 1.2147
N -1.6043 0.4655 0.7332
N -2.7649 -0.1772 0.3688
C -1.0769 2.8078 1.5371
H -5.6412 -0.0281 1.6935
H -5.8783 0.6270 0.0704
H -5.2485 -1.0352 0.2737
H -3.9961 2.5421 1.5769
H -2.7753 -1.0009 -0.2044
H -1.6766 3.6793 1.8576
H -0.3919 2.5674 2.3599
H -0.4990 3.1406 0.6589

HOMO level in eV: -16.005
Orbital gap in eV: 6.8
Lowest unoccupied orbital energy in eV: -9.229
Net charge: +2

(3)
C11H20BF2N4OPRhS2 | the ωB97M-V functional and the def2-TZVPD basis

Atoms and positions in Å:
Rh 0.1058 0.4737 0.0187
S 2.3051 0.5965 0.0698
C -0.1930 2.6676 -0.0010
S -1.9119 0.8307 -1.2275
C 0.3593 3.2959 1.1295
C 1.4632 4.1595 1.0669
N 2.3628 4.8718 1.0355
C -0.1770 3.0162 2.3927
N -0.5873 2.7348 3.4287
F -2.6139 2.5900 0.7652
B -1.6959 2.1432 -0.0742
F 0.3862 2.9892 -1.1985
N 0.2186 -4.0616 -2.5312
C 1.4332 -3.6830 -1.7613
C 1.3759 -2.1747 -1.5071
N 0.1729 -1.7953 -0.7905
C -1.0298 -2.2478 -1.4641
C -1.0028 -3.7540 -1.7372
H 0.2421 -5.0493 -2.8037
H 0.1966 -3.4905 -3.3873
H 2.3313 -3.9435 -2.3229
H 1.4320 -4.2340 -0.8192
H 1.4047 -1.6401 -2.4611
H 2.2474 -1.8573 -0.9298
H 0.1963 -2.1457 0.1688
H -1.1366 -1.6936 -2.4005
H -1.8939 -1.9994 -0.8475
H -1.8911 -4.0527 -2.2949
H -0.9576 -4.3166 -0.8021
C 2.1647 -1.5023 3.3504
P 0.3466 -1.3277 3.3117
C -0.3378 -2.9344 3.8602
C -0.1610 -0.0971 4.5355
O -0.1366 -1.0247 1.9212
H 2.5277 -1.6090 4.3676
H 2.6133 -0.6248 2.8881
H 2.4484 -2.3818 2.7733
H -0.0866 -3.1154 4.9011
H 0.0561 -3.7426 3.2470
H -1.4197 -2.8967 3.7547
H 0.2265 -0.3432 5.5195
H -1.2481 -0.0587 4.5557
H 0.1960 0.8843 4.2295

HOMO level (alpha / beta) in eV: -10.470 / -11.564
Orbital gap (alpha / beta) in eV: 7.0 / 7.1
Lowest unoccupied orbital energy (alpha / beta) in eV: -3.488 / -4.469
2S+1: 5
ΔE to the lowest compared entry with this formula, charge and spin in kJ/mol: 80.7
Net charge: +1

(4)
C11H20BrN4OPt | the ωB97M-V functional and the def2-TZVPD basis

Atoms and positions in Å:
Pt -0.5430 0.2941 0.2960
N 4.2314 0.9062 1.1696
C 2.9040 0.8275 0.9462
O 2.3595 1.5274 0.0993
C 2.1475 -0.1715 1.8116
C 0.6696 0.1865 1.9509
H 4.7808 1.5410 0.6150
H 4.6835 0.3644 1.8834
H 2.6347 -0.2007 2.7914
H 2.2832 -1.1715 1.3911
H 0.6268 1.1528 2.4679
H 0.1728 -0.5376 2.6026
N -2.2378 0.4819 -1.0987
C -2.0978 1.4911 -2.1733
C -1.8855 2.8786 -1.5732
C -0.5282 3.0578 -0.9053
N -0.3843 2.3414 0.3885
H -2.5819 -0.3968 -1.4733
H -2.9435 0.8148 -0.4464
H -2.9735 1.4922 -2.8252
H -1.2309 1.2207 -2.7771
H -2.6970 3.1312 -0.8812
H -1.9541 3.6032 -2.3860
H -0.3129 4.1145 -0.7392
H 0.2501 2.6676 -1.5622
H -0.9771 2.7524 1.1050
H 0.5861 2.4669 0.6824
Br -3.0208 -4.9038 0.5582
C -1.4923 -3.8886 0.1633
C -0.3269 -4.4880 -0.2842
C 0.7590 -3.6750 -0.5623
C 0.6538 -2.3106 -0.3756
N -0.4753 -1.7387 0.0669
C -1.5343 -2.5161 0.3265
H -0.2744 -5.5600 -0.4142
H 1.6865 -4.0934 -0.9258
H 1.4685 -1.6375 -0.5998
H -2.4268 -2.0247 0.6872

HOMO level in eV: -11.638
Orbital gap in eV: 8.8
Lowest unoccupied orbital energy in eV: -2.853
ΔE to the lowest compared entry with this formula, charge and spin in kJ/mol: 0.0
Net charge: +1

(5)
C11H20Cl2O3W | the ωB97M-V functional and the def2-TZVPD basis

Atoms and positions in Å:
C 0.3691 0.1220 -1.5520
C 0.8196 -1.2111 -1.2054
C 1.5669 -1.1078 0.0370
C 0.5038 -2.4578 -1.9450
C 1.5617 0.3096 0.4030
C 0.9042 1.0397 -0.6205
C 1.0266 2.5020 -0.8200
C -0.2100 0.4893 -2.8646
C 2.2072 -2.1869 0.8371
C 2.3889 0.9136 1.4779
W -0.5541 -0.9173 0.5855
Cl -0.8449 -2.9586 1.5339
Cl -2.4054 -0.5898 -0.9177
O -0.2977 0.3780 2.1762
H -0.2890 -2.3174 -2.6940
H 0.1183 -3.2084 -1.2565
H 1.4062 -2.9879 -2.2942
H 1.7315 -3.1672 0.7163
H 2.1733 -1.9890 1.9116
H 3.2890 -2.2104 0.6893
H 2.3508 0.2975 2.3731
H 2.0442 1.9033 1.7550
H 3.4435 1.0449 1.2176
H 1.1262 3.0150 0.1302
H 0.1659 2.9055 -1.3344
H 1.8883 2.8621 -1.3941
H -0.7854 -0.3216 -3.3073
H 0.5407 0.6764 -3.6397
H -0.7954 1.3954 -2.7528
H -1.1937 0.3415 2.6365
O -2.1295 3.6111 -0.0065
H -1.8361 2.7558 0.5371
C -4.1145 0.2254 1.9071
O -2.8571 -0.2874 2.2715
H -4.2405 1.2306 2.3142
H -4.9105 -0.4736 2.2575
H -4.1621 0.3737 0.8373

HOMO level (alpha / beta) in eV: 0.465 / 0.466
Orbital gap (alpha / beta) in eV: 4.5 / 4.5
Lowest unoccupied orbital energy (alpha / beta) in eV: 5.000 / 4.980
2S+1: 3
Net charge: -2

(6)
C11H20N3O4S | the ωB97M-V functional and the def2-TZVPD basis

Atoms and positions in Å:
N 4.1429 0.6498 -1.4463
C 3.5600 0.3193 -2.7709
C 1.9854 0.4773 -2.8318
S 1.0163 -0.8495 -2.0368
O 1.6565 -1.4303 -0.8480
O 0.7883 -1.8844 -3.0548
C 4.1248 -1.0766 -3.2323
O 4.8472 -1.0724 -4.2632
O 3.9334 -2.1705 -2.6101
H 3.5147 0.3394 -0.7000
H 4.3078 1.6547 -1.3705
H 3.9762 1.0754 -3.4856
H 1.6607 0.5820 -3.8972
H 1.7477 1.4459 -2.3107
H -0.2047 -0.3564 -1.5838
C -0.5648 -2.9750 3.7259
C -1.0035 -3.8873 2.5855
C -1.0573 -3.1686 1.2348
C -2.0386 -2.0445 1.2987
N -2.7941 -1.1840 1.3546
H -1.2693 -2.1544 3.8778
H -0.5120 -3.5349 4.6619
H 0.4219 -2.5490 3.5287
H -1.9866 -4.3043 2.8225
H -0.3076 -4.7263 2.5131
H -1.3611 -3.8631 0.4502
H -0.0735 -2.7708 0.9704
C -2.0636 3.5497 1.9578
C -2.8733 3.9252 0.7213
C -2.8994 2.8147 -0.3322
C -1.5213 2.5162 -0.7931
N -0.4558 2.2856 -1.1433
H -1.0138 3.3761 1.7131
H -2.0964 4.3565 2.6926
H -2.4610 2.6463 2.4269
H -2.4560 4.8377 0.2866
H -3.8989 4.1532 1.0226
H -3.4998 3.1229 -1.1899
H -3.3403 1.9045 0.0806

HOMO level in eV: -3.393
Orbital gap in eV: 5.8
Lowest unoccupied orbital energy in eV: 2.361
Net charge: -1

(7)
C11H20O8PdS | the ωB97M-V functional and the def2-TZVPD basis

Atoms and positions in Å:
C 1.5311 0.9978 2.1546
C 0.1902 1.6794 1.9652
O -0.0065 2.8122 2.2355
O -0.8123 0.8740 1.4219
C -1.9642 0.7857 2.3303
C -2.5639 -0.6111 2.3643
C -1.5262 -1.7565 2.5373
C -1.1810 -2.3715 1.1897
C 0.3342 -2.5120 0.9465
O 0.5573 -1.8595 -0.3100
C 1.7907 -1.5667 -0.6020
O 2.7697 -1.6397 0.0561
O 1.7879 -0.9506 -1.8368
C 1.8954 0.3984 -1.5504
C 0.6216 1.1656 -1.8307
C -0.2253 0.7103 -2.9780
S 0.6271 0.9103 -4.6152
O -0.3852 0.7218 -5.5719
O 1.6937 0.0002 -4.6733
O 1.1380 2.4074 -4.6456
H 1.8285 0.9986 3.1948
H 1.4515 -0.0224 1.8018
H 2.2804 1.5005 1.5541
H -1.6718 1.1030 3.3247
H -2.7384 1.4752 1.9835
H -3.1626 -0.7529 1.4716
H -3.1959 -0.6623 3.2436
H -0.6487 -1.3397 3.0241
H -1.9430 -2.5109 3.1926
H -1.6321 -3.3375 0.9968
H -1.5640 -1.6981 0.4260
H 0.8767 -2.0445 1.7561
H 0.5969 -3.5632 0.9475
H 2.7336 0.8418 -2.1081
H 2.1300 0.5467 -0.4956
H 0.9041 2.1967 -2.0400
H -0.0231 1.1786 -0.7998
H -1.1010 1.3637 -3.0503
H -0.6116 -0.2980 -2.8856
H 0.5187 2.9607 -4.1467
Pd -1.3005 1.8686 0.0213

HOMO level in eV: -17.263
Orbital gap in eV: 4.8
Lowest unoccupied orbital energy in eV: -12.506
ΔE to the lowest compared entry with this formula, charge and spin in kJ/mol: 0.0
Net charge: +2

(8)
C11H20OSi | the ωB97M-V functional and the def2-TZVPD basis

Atoms and positions in Å:
C -2.1096 -2.6537 -0.7232
C -1.8427 -2.0593 -1.9224
C -1.4337 -1.8797 0.2931
C -0.8138 -0.8898 -0.3940
C -1.5533 -1.9974 1.8281
C 2.1029 2.1874 -1.6250
C 2.4292 -1.5019 0.4756
C -1.6698 2.6654 0.4705
C 0.9077 1.1749 -1.6724
C 1.8388 -0.2414 1.1288
C -0.5633 1.8375 1.2094
O -1.0242 -1.0114 -1.7540
Si 0.3612 0.5458 0.1577
H -2.8980 -3.2766 -0.5770
H -2.2059 -2.3323 -2.8623
H -2.0137 -1.1793 2.3824
H -2.1911 -2.8940 1.9075
H -0.5784 -2.2098 2.1591
H 1.8959 3.1764 -1.0830
H 2.8893 1.7061 -1.0769
H 2.3753 2.3021 -2.8241
H 2.4634 -2.2242 1.3441
H 1.7185 -1.9022 -0.2187
H 3.3262 -1.3964 0.0293
H -1.1452 3.0394 -0.4748
H -2.3959 1.9616 0.1402
H -2.0837 3.4350 1.1098
H 1.2124 0.3075 -2.3739
H 0.1344 1.6427 -2.2823
H 2.6934 0.3858 1.5554
H 1.0909 -0.6043 1.8551
H -1.0070 1.3372 2.0765
H 0.0898 2.5493 1.7413

HOMO level in eV: -8.520
Orbital gap in eV: 9.4
Lowest unoccupied orbital energy in eV: 0.927
ΔE to the lowest compared entry with this formula, charge and spin in kJ/mol: 178.0
Net charge: 0

(9)
C11H20P | the ωB97M-V functional and the def2-TZVPD basis

Atoms and positions in Å:
C -0.9037 -1.3048 0.2573
C -1.0522 1.2086 0.3004
C -2.1535 -0.8465 -0.0914
C -2.1673 0.6421 -0.1055
C -3.3875 -1.6089 -0.4707
C -3.3659 1.3856 -0.3893
C 1.6575 0.1592 -1.7450
C 2.7292 1.3734 0.1187
C 2.7825 -1.2444 0.0903
C 0.4510 0.1928 2.4679
C 2.0514 0.0501 -0.3241
P 0.2393 0.0065 0.6570
H -0.6671 -2.3230 0.3249
H -0.9739 2.3202 0.3605
H -3.0944 -2.6272 -0.7468
H -4.1509 -1.1899 -1.1386
H -4.0099 -1.7412 0.4817
H -3.0950 2.4618 -0.6032
H -4.1076 1.1863 0.4662
H -3.9119 0.7707 -1.1676
H 1.2429 -0.7650 -1.9310
H 2.4799 0.3742 -2.4324
H 0.9274 0.9211 -1.9569
H 3.7086 1.4293 -0.4015
H 2.7984 1.3753 1.2767
H 2.3146 2.3796 -0.1619
H 1.9684 -2.0401 0.3148
H 3.4405 -1.6272 -0.7108
H 3.4071 -1.1380 1.0351
H -0.5725 0.1282 2.8916
H 0.5968 1.3304 2.7072
H 1.2667 -0.4005 2.7526

HOMO level in eV: -12.861
Orbital gap in eV: 8.9
Lowest unoccupied orbital energy in eV: -3.983
ΔE to the lowest compared entry with this formula, charge and spin in kJ/mol: 114.0
Net charge: +1

(10)
C11H20SSi | the ωB97M-V functional and the def2-TZVPD basis

Atoms and positions in Å:
C -1.0894 2.4137 -0.6317
C -0.8813 3.1011 0.5180
C -1.2083 0.9838 -0.6444
C -0.7554 2.3601 1.7474
C 1.3636 0.3649 -2.1170
C 1.6932 1.6110 -1.4653
C 1.4218 0.4496 -0.6685
C 0.3285 0.1664 0.2062
C -0.2145 -2.6640 -1.1527
C -1.6950 -2.0280 1.5752
C 1.4395 -2.3445 1.4461
Si -0.1108 -1.6431 0.5202
S 0.4597 1.0150 1.7938
H -1.1514 3.0918 -1.4782
H -0.6977 4.1479 0.4732
H -2.0784 0.7378 -0.1078
H -1.1970 0.4864 -1.6741
H -0.4371 3.0727 2.4704
H -1.7547 2.0270 1.8781
H 0.3684 0.3128 -2.7540
H 2.0723 -0.1317 -2.7596
H 2.7152 1.9644 -1.4705
H 0.8484 2.3419 -1.5224
H 2.3639 0.0746 -0.3079
H -1.1698 -2.1792 -1.5705
H 0.5157 -2.7767 -1.9402
H -0.5224 -3.6667 -0.8840
H -1.5137 -1.5237 2.5927
H -2.5126 -1.5239 1.2327
H -1.9515 -3.0961 1.5096
H 1.9739 -1.4099 1.8685
H 1.1926 -2.8468 2.3872
H 2.1843 -2.8885 0.9295

HOMO level in eV: -8.464
Orbital gap in eV: 9.2
Lowest unoccupied orbital energy in eV: 0.745
ΔE to the lowest compared entry with this formula, charge and spin in kJ/mol: 0.0
Net charge: 0

(11)
C11H21Cl3DyIO4P2 | the ωB97M-V functional and the def2-TZVPD basis

Atoms and positions in Å:
C 2.5825 -1.6886 -0.1907
C 1.9014 -0.5113 0.4631
H 2.1386 -2.6571 0.0619
H 3.6197 -1.6797 0.1733
H 2.6424 -1.5361 -1.2655
O 0.6118 -0.1561 -0.0296
I 3.6900 0.7665 0.1595
Dy -1.1902 1.0824 -0.4740
P -0.8241 0.5573 -3.2446
C -2.2977 0.1542 -4.2698
C -0.1669 2.0736 -4.0945
H -0.0319 1.9044 -5.1782
H 0.5169 -0.6766 -4.9404
H 0.8034 2.3332 -3.6366
H 1.3732 -0.4944 -3.3677
H -3.1754 0.6283 -3.8057
H -0.8653 2.9115 -3.9280
C 0.3977 -0.6964 -3.8420
H -2.1867 0.5339 -5.2996
H 0.0677 -1.7019 -3.5342
H -2.4603 -0.9341 -4.2823
P 1.6077 -0.7876 2.3684
C -0.0016 -1.3829 2.9280
C 2.8483 -1.8869 3.0773
H 2.4107 1.4479 2.3464
H 2.1934 0.8649 4.0025
H 0.7559 1.3247 3.0233
C 1.7502 0.8721 3.0057
H 3.8517 -1.6522 2.7179
H 2.8307 -1.7697 4.1635
H 0.0674 -1.7200 3.9757
H -0.3223 -2.2305 2.3127
H 2.6154 -2.9337 2.8531
H -0.7335 -0.5698 2.8597
C -2.8050 -0.7357 -0.9945
O -3.5767 -1.6065 -0.9775
Cl -3.6212 0.0410 3.0201
C -3.2830 1.8184 2.9261
Cl -4.7893 2.7438 2.7406
Cl -2.4340 2.3143 4.3836
C -2.4177 1.9515 1.6171
O -2.8995 2.1657 0.4437
O -1.1944 1.5183 1.7322

HOMO level (alpha / beta) in eV: -14.893 / -14.894
Orbital gap (alpha / beta) in eV: 6.0 / 7.3
Lowest unoccupied orbital energy (alpha / beta) in eV: -8.923 / -7.553
2S+1: 6
ΔE to the lowest compared entry with this formula, charge and spin in kJ/mol: 234.9
Net charge: +2

(12)
C11H21F3IMnO4P2 | the ωB97M-V functional and the def2-TZVPD basis

Atoms and positions in Å:
C -0.0404 -1.0722 -2.8616
C -0.1680 0.0560 -1.9069
H 0.0452 -0.6643 -3.8874
H -0.9427 -1.7138 -2.8503
H 0.8564 -1.6846 -2.6590
O -0.3717 1.2231 -2.2446
I -0.1702 -2.4893 0.1682
Mn -0.0576 0.0823 0.1520
P 2.3485 0.0409 0.1510
C 3.1750 1.5777 0.6697
C 3.0531 -1.2145 1.2820
H 4.1314 -1.2993 1.0807
H 4.2106 -0.2414 -1.3633
H 2.5503 -2.1790 1.1202
H 2.8603 -1.3299 -1.8145
H 2.8025 1.8674 1.6634
H 2.8781 -0.8775 2.3110
C 3.1220 -0.3193 -1.4770
H 4.2591 1.3969 0.7084
H 2.7826 0.4141 -2.2214
H 2.9508 2.3742 -0.0525
P -2.4574 0.1598 0.0660
C -3.2444 1.7883 0.2703
C -3.2596 -0.4423 -1.4622
H -2.6533 -1.8017 1.4204
H -4.2434 -0.9493 1.2947
H -2.9349 -0.2719 2.3462
C -3.1587 -0.8291 1.4300
H -2.9905 -1.4891 -1.6444
H -4.3425 -0.3558 -1.3094
H -4.3091 1.6750 0.0483
H -2.7742 2.5023 -0.4123
H -2.9556 0.1826 -2.3147
H -3.0890 2.1004 1.3076
C 0.0489 1.9091 0.0866
O 0.1251 3.0711 0.1910
F 0.1322 2.0622 5.2511
C 0.2412 2.4578 3.9512
F -0.2594 3.7217 3.8653
F 1.5705 2.5059 3.6643
C -0.5929 1.4712 3.0069
O -1.8130 1.6445 3.0134
O 0.0929 0.6099 2.3740

HOMO level (alpha / beta) in eV: -16.445 / -16.460
Orbital gap (alpha / beta) in eV: 6.5 / 5.0
Lowest unoccupied orbital energy (alpha / beta) in eV: -9.944 / -11.485
2S+1: 5
ΔE to the lowest compared entry with this formula, charge and spin in kJ/mol: 120.6
Net charge: +2

Question: The lowest net charge belongs to which entry?
Answer: C11H20Cl2O3W

Question: Which formula does entry 7 have?
Answer: C11H20O8PdS

Question: Which value of net charge does entry 10 give?
Answer: 0